The following is a quantum chemistry calculation of 2 unconnected molecules or ions with the total composition C2H8NO2 in a non-equilibrium geometry, from the Open Molecules 2025 dataset.

Last columns: bonded neighbours and bond lengths (Å).
Positions of all 13 atoms, in Å:
1 O 0.09755 1.24787 0.42807  C2 1.302
2 C -0.33261 0.53483 1.42924  O1 1.302, C3 1.500, H5 1.099
3 C -0.63534 -0.91640 1.19881  C2 1.500, N4 1.493, H6 1.086, H7 1.095
4 N -0.18879 -1.16206 -0.20498  C3 1.493, H8 1.025, H9 1.022, H10 1.014
5 H -0.44063 0.92349 2.45141  C2 1.099
6 H -0.02516 -1.59947 1.78200  C3 1.086
7 H -1.70420 -1.14664 1.26372  C3 1.095
8 H -0.73584 -1.94042 -0.58553  N4 1.025
9 H -0.42777 -0.43614 -0.88387  N4 1.022
10 H 0.79316 -1.39553 -0.30396  N4 1.014
11 H 0.43295 1.08636 -2.78788  O13 0.963
12 H 1.68824 0.19132 -2.90307  O13 0.963
13 O 0.92100 0.37992 -2.35177  H11 0.963, H12 0.963

Summary:
**Maximum force**: 2.6 eV/Å
**2S+1**: 2
**Calculated total energy**: -7785.2928 eV
**HOMO level (alpha / beta)**: -3.92 / -7.44 eV
**Relative energy (zero: lowest compared OMol25 entry of this formula, charge and spin)**: 27.46 kcal per mole
**Orbital gap (alpha / beta)**: 4.20 / 7.65 eV
**LUMO (alpha / beta)**: 0.279 / 0.201 eV
**Charge**: 0